# 1
14
Properties=species:S:1:pos:R:3:forces:R:3:nbo_charge:R:1 method="wB97M-V/def2-TZVPD" homo_lumo_gap_ev="8.19 / 7.17" relative_energy_kj_mol=505.41 energy_ev=-8830.9646 lumo_ev="-0.51 / -0.62" homo_ev="-8.7 / -7.8"
C 0.37952 -1.43812 -0.91153 1.220 -0.058 -0.729 -0.530
C 1.24669 -0.22603 -0.06014 -1.105 -1.392 -0.905 -0.175
C 2.37684 0.18186 -0.48880 0.029 0.026 -0.263 -0.077
O -0.61915 1.84635 -0.61403 -0.060 -0.088 0.223 -0.605
C -0.79886 1.12465 0.35461 0.218 -0.223 -0.027 0.595
N -1.85737 1.30127 1.22248 -0.098 0.156 0.060 -0.826
C 0.05465 -0.03811 0.65609 -0.646 1.388 1.408 -0.238
H -0.20765 -2.14465 -0.32613 0.166 0.263 0.112 0.216
H 1.19464 -1.98103 -1.38620 -0.144 -0.112 -0.177 0.222
H -0.23732 -0.93745 -1.65684 0.080 -0.007 0.141 0.233
H 2.91239 -0.00008 -1.41187 0.118 0.012 0.278 0.190
H -2.32473 2.19378 1.14397 0.049 -0.140 -0.026 0.400
H -1.79859 0.92179 2.15523 0.036 0.019 -0.150 0.385
H -0.32107 -0.80422 1.32315 0.137 0.155 0.056 0.209


# 2
16
Properties=species:S:1:pos:R:3:forces:R:3:nbo_charge:R:1 method="wB97M-V/def2-TZVPD" homo_lumo_gap_ev=7.26 relative_energy_kj_mol=53.85 total_charge=-1 energy_ev=-9319.6053 lumo_ev=4.30 homo_ev=-3.0
N 2.08213 -1.31090 -0.45933 -0.314 -0.225 -0.007 -0.895
C 1.96964 -0.48465 0.77443 0.004 -0.297 1.431 0.143
O 0.72308 -0.32703 1.25937 0.461 0.199 -0.816 -0.937
H 1.63860 -0.79988 -1.21372 0.219 -0.027 -0.254 0.333
H 3.06792 -1.48857 -0.65861 -0.297 0.275 -0.193 0.323
H 2.53586 -1.11071 1.52169 0.519 0.509 -0.302 0.072
H 2.54216 0.50029 0.59413 -0.432 -0.595 0.253 0.040
C -2.05498 1.26804 -0.60163 0.904 1.170 -0.997 -0.091
C -1.06248 1.71938 0.15087 1.106 -0.755 1.072 -0.436
C -1.83223 -0.99990 -0.30036 -1.051 0.615 -0.245 -0.048
N -2.38235 -0.04443 -0.96707 -0.434 -1.174 0.873 -0.494
H -2.59511 2.04664 -1.13211 -0.682 -0.260 0.009 0.156
H -0.26850 1.07369 0.63684 -0.776 0.278 -0.293 0.287
H -1.00945 2.77308 0.36222 -0.029 0.435 -0.242 0.166
H -2.37864 -1.95605 -0.33615 0.751 0.004 -0.459 0.138
H -0.97565 -0.85899 0.36941 0.050 -0.150 0.172 0.242


# 3
13
Properties=species:S:1:pos:R:3:forces:R:3:nbo_charge:R:1 method="wB97M-V/def2-TZVPD" homo_lumo_gap_ev=8.03 relative_energy_kj_mol=92.00 total_charge=+1 energy_ev=-37829.5995 lumo_ev=-4.41 homo_ev=-12.4
C 0.11794 -1.11752 2.74680 -0.101 0.066 0.203 -0.368
C -0.06759 -1.40252 1.25040 -0.335 0.027 -0.026 -0.369
C 0.27373 -0.34078 0.34472 0.200 -0.437 -0.395 0.498
O -0.24632 -0.20921 -0.77030 0.087 0.746 -0.300 -0.734
Yb -0.35410 1.31096 -2.70687 -0.110 -1.202 0.351 1.635
H 0.43328 -0.11163 3.02515 -0.098 -0.304 -0.069 0.234
H -0.88132 -2.05903 0.94435 0.254 0.198 0.066 0.256
H -0.65424 -1.55563 3.37759 0.262 0.144 -0.153 0.252
H 1.09817 0.33480 0.64080 -0.230 -0.025 0.072 0.147
C 1.08197 -1.99977 2.07377 0.214 -0.095 0.019 -0.364
H 2.08440 -1.62270 1.86955 -0.284 -0.134 0.090 0.232
H 1.00793 -3.07690 2.21577 0.052 0.322 -0.034 0.253
H -0.18799 3.17803 -2.39527 0.090 0.693 0.177 -0.672


# 4
13
Properties=species:S:1:pos:R:3:forces:R:3:nbo_charge:R:1 method="wB97M-V/def2-TZVPD" homo_lumo_gap_ev="6.16 / 7.01" relative_energy_kj_mol=29.88 total_charge=+2 energy_ev=-9968.9490 lumo_ev="-10.75 / -13.84" homo_ev="-16.9 / -20.9" spin_multiplicity=3
H 0.43517 0.42772 1.94626 -0.212 -0.299 -0.224 0.304
C -0.58557 1.75112 0.48849 1.058 -1.081 0.345 -0.322
C -0.32313 0.38631 1.15788 -0.550 0.159 -0.749 -0.449
C -1.67100 0.82130 1.58667 1.940 -0.285 2.467 0.294
O -2.78785 0.28994 1.15565 5.216 10.070 12.586 -0.499
Au -3.34104 -0.58618 -0.06683 -6.100 -9.601 -13.390 1.171
H 0.33469 2.34386 0.44958 -0.530 0.479 0.442 0.328
H -1.02070 1.64943 -0.51733 -0.592 0.516 0.682 0.274
H -0.31727 -0.47273 0.48016 0.285 0.136 0.366 0.274
H -1.93160 1.52411 2.87408 1.513 1.379 -1.953 0.438
C -1.37762 2.59901 2.09240 -2.445 -1.255 -0.973 -0.429
H -0.44623 3.00296 2.51813 -0.468 -0.490 -0.127 0.328
H -2.28143 3.12347 1.73561 0.884 0.272 0.527 0.287


# 5
111
Properties=species:S:1:pos:R:3:forces:R:3:lowdin_charge:R:1 method="wB97M-V/def2-TZVPD" homo_lumo_gap_ev=8.49 energy_ev=-128740.8667 smiles="C[C@@H](F)PB(O)N(C)C.O=C1OC[C@@H](F)O1.O=C1OC[C@@H](F)O1.O=C1OC[C@@H](F)O1.O=C1OC[C@@H](F)O1.O=C1OC[C@@H](F)O1.O=C1OC[C@@H](F)O1.O=C1OC[C@@H](F)O1.O=C1OC[C@@H](F)O1.O=C1OC[C@@H](F)O1" lumo_ev=0.15 homo_ev=-8.3
C -5.00568 2.82106 0.00281 0.539 -0.054 -0.364 -0.098
C -3.67592 1.99414 -0.07078 -1.000 0.354 1.037 -0.551
F -3.07903 2.20768 -1.31492 0.067 -0.489 0.207 -0.083
P -2.47746 2.57897 1.28868 -0.199 1.336 0.329 1.020
B -0.76577 2.25095 0.50946 1.468 -0.145 -1.031 -0.722
O -0.35703 3.15860 -0.52071 -1.367 -1.108 1.193 0.049
N 0.17129 1.14809 0.84967 -1.184 0.101 0.373 -0.185
C -0.31271 -0.17119 0.40664 0.398 -0.534 -0.749 -0.088
C 0.59167 1.16426 2.26458 1.120 0.310 0.133 -0.098
H -5.16537 3.37461 -0.94844 0.282 -0.419 0.517 0.088
H -5.85727 2.14713 0.17350 0.369 0.490 -0.103 0.057
H -4.91153 3.55791 0.82335 -0.385 -0.466 -0.506 0.048
H -3.87490 0.91720 0.11899 0.159 0.521 -0.632 0.091
H -2.67660 1.77790 2.46134 0.121 -0.415 -0.871 -0.059
H -0.18159 2.62184 -1.30249 0.473 0.038 -0.160 0.090
H 0.55272 -0.72073 -0.03455 -0.654 0.085 0.369 0.093
H -0.76237 -0.79328 1.20900 0.199 0.438 -0.259 0.089
H -1.06495 -0.10700 -0.41634 0.435 0.203 0.496 0.080
H 0.51862 0.18468 2.77503 -0.124 0.406 -0.438 0.093
H 1.67133 1.44504 2.28032 -0.671 -0.190 0.359 0.077
H 0.06653 1.91188 2.89736 0.089 -0.345 -0.436 0.070
O -6.08074 1.86823 2.41653 -0.119 -0.224 0.413 0.150
C -6.37920 0.73728 2.62022 -0.057 0.576 0.039 -0.538
O -7.00558 0.29750 3.73983 0.199 -0.123 -0.330 0.081
C -7.30544 -1.08554 3.53709 -0.328 -0.169 0.602 -0.053
C -6.29285 -1.48014 2.50068 -0.186 -0.358 -0.543 -0.312
F -6.77404 -2.44337 1.68045 0.120 0.042 0.012 0.084
O -6.12731 -0.28315 1.75768 0.184 -0.004 0.496 0.127
H -8.33106 -1.18617 3.17559 0.121 -0.061 -0.177 0.148
H -7.20083 -1.64989 4.46207 0.066 0.229 0.056 0.143
H -5.32846 -1.79437 2.90704 -0.021 -0.091 -0.141 0.179
O -3.13106 -3.25240 -0.15575 0.004 -0.015 -0.214 0.160
C -3.41670 -2.58699 -1.10021 0.121 -0.417 0.295 -0.545
O -2.82376 -2.68853 -2.32121 -0.309 0.182 0.511 0.070
C -3.54061 -1.82043 -3.20387 0.362 -0.110 -0.778 -0.042
C -4.15316 -0.83908 -2.25190 -0.571 0.264 -0.121 -0.314
F -5.34885 -0.38869 -2.70545 0.055 0.062 0.122 0.086
O -4.37272 -1.62130 -1.08806 0.596 -0.017 -0.123 0.129
H -4.28783 -2.39778 -3.75300 -0.128 0.120 0.154 0.151
H -2.86929 -1.34375 -3.91670 0.153 -0.108 0.156 0.135
H -3.50968 0.00961 -2.00873 -0.157 0.060 -0.059 0.150
O 5.21013 2.15515 -3.13285 -0.052 -0.010 0.282 0.157
C 4.54895 2.48823 -2.19931 0.263 -0.140 -0.354 -0.532
O 4.05742 1.62841 -1.25982 0.177 0.672 -0.584 0.049
C 3.43648 2.43193 -0.25621 -0.281 -0.716 0.859 -0.049
C 3.12259 3.68229 -0.99969 -0.041 0.829 0.218 -0.313
F 3.17912 4.76421 -0.18601 -0.067 0.047 -0.124 0.086
O 4.17434 3.77203 -1.94841 -0.188 -0.770 -0.080 0.149
H 4.13680 2.59438 0.56653 0.025 0.197 -0.119 0.151
H 2.54166 1.95027 0.13228 -0.059 -0.206 -0.158 0.119
H 2.16272 3.66142 -1.51946 0.004 0.202 0.080 0.166
O -3.75509 -8.69071 -1.39802 0.078 0.002 -0.031 0.183
C -2.79674 -7.99828 -1.33468 -0.436 -0.555 0.045 -0.548
O -1.90827 -8.01274 -0.30547 -0.063 0.224 -0.319 0.076
C -0.83417 -7.14372 -0.66479 0.402 -0.090 0.559 -0.058
C -1.48735 -6.23858 -1.66668 0.192 0.181 -0.538 -0.310
F -0.59755 -5.82944 -2.61291 -0.086 0.092 -0.021 0.064
O -2.44700 -7.08107 -2.27877 0.073 0.180 0.534 0.139
H -0.02048 -7.72878 -1.09998 -0.073 0.112 -0.172 0.146
H -0.45575 -6.60556 0.20271 -0.195 -0.120 0.080 0.142
H -1.98600 -5.36888 -1.23318 0.092 0.090 -0.122 0.155
O 2.47245 0.88486 4.93781 -0.038 0.195 -0.011 0.175
C 2.16664 1.87664 5.51306 0.387 -0.566 -0.184 -0.542
O 2.60599 2.20326 6.75498 -0.270 0.102 -0.325 0.081
C 2.12205 3.51548 7.04283 0.256 0.135 0.661 -0.051
C 0.93684 3.61838 6.12969 -0.185 0.471 -0.307 -0.313
F 0.74750 4.89676 5.70798 -0.139 -0.063 -0.033 0.074
O 1.32150 2.82630 5.01883 0.026 -0.233 0.516 0.118
H 2.89500 4.25019 6.80556 -0.147 0.036 -0.157 0.147
H 1.85228 3.61424 8.09282 0.035 -0.229 -0.038 0.145
H 0.00693 3.23005 6.55095 -0.024 0.173 -0.039 0.159
O -1.69889 4.17327 8.18752 0.019 -0.022 -0.036 0.166
C -2.48860 4.58382 7.40138 0.200 -0.280 0.342 -0.553
O -2.95459 3.86725 6.34749 0.075 0.332 0.177 0.069
C -3.97548 4.64964 5.72421 -0.234 -0.391 -0.609 -0.052
C -3.61201 6.04025 6.15765 -0.440 0.340 0.242 -0.311
F -4.71268 6.81855 6.29980 0.130 0.050 0.006 0.079
O -3.03102 5.82833 7.43492 0.236 -0.218 -0.448 0.143
H -4.95279 4.33883 6.09952 0.025 0.197 0.086 0.149
H -3.95892 4.52826 4.64205 0.186 -0.144 0.079 0.141
H -2.89118 6.54166 5.50748 -0.101 0.107 0.053 0.177
O -0.38477 0.04927 -4.05293 -0.095 -0.164 0.051 0.152
C 0.13706 -0.95677 -4.41895 -0.157 0.314 0.309 -0.561
O 1.01982 -1.66972 -3.67811 -0.236 0.174 -0.361 0.073
C 1.31057 -2.86789 -4.40590 0.510 -0.453 0.405 -0.046
C 0.98217 -2.46614 -5.81395 -0.192 -0.461 -0.411 -0.314
F 0.51541 -3.51568 -6.53339 0.005 0.180 -0.015 0.085
O -0.07077 -1.52807 -5.63369 0.381 0.196 0.307 0.136
H 0.67193 -3.67744 -4.04402 -0.093 0.050 -0.187 0.139
H 2.35302 -3.15957 -4.28588 -0.043 0.222 0.061 0.135
H 1.80656 -1.99203 -6.35145 -0.096 -0.146 -0.082 0.163
O 6.88413 -3.75080 -1.33716 -0.053 0.045 0.023 0.184
C 6.74199 -2.58230 -1.20753 -0.076 -0.665 -0.223 -0.547
O 6.63548 -1.70502 -2.23930 0.197 -0.065 0.376 0.064
C 6.33987 -0.42734 -1.67399 -0.025 0.437 -0.584 -0.067
C 6.86664 -0.56754 -0.27597 -0.445 0.004 0.404 -0.304
F 6.13547 0.16172 0.60749 0.143 -0.027 0.046 0.075
O 6.67018 -1.94439 -0.00565 0.364 0.262 -0.350 0.141
H 5.26416 -0.26370 -1.70561 0.069 -0.004 0.240 0.129
H 6.82997 0.37188 -2.22665 0.010 -0.179 -0.129 0.134
H 7.92524 -0.31925 -0.16488 -0.081 0.062 0.162 0.175
O 4.06907 -3.23684 -6.37343 -0.067 0.044 0.013 0.170
C 5.07511 -2.60531 -6.37781 -0.143 -0.429 0.128 -0.535
O 6.05122 -2.71781 -5.44235 -0.313 0.229 -0.448 0.082
C 7.13482 -1.89528 -5.87201 0.576 -0.063 0.597 -0.056
C 6.45055 -0.90899 -6.77177 0.264 0.112 -0.563 -0.312
F 7.26574 -0.50779 -7.77955 -0.133 0.057 0.044 0.078
O 5.38734 -1.67082 -7.31617 -0.062 0.070 0.530 0.142
H 7.86770 -2.50753 -6.40216 -0.086 0.133 -0.169 0.149
H 7.62255 -1.41653 -5.02457 -0.192 -0.158 0.121 0.137
H 6.04697 -0.03304 -6.25770 0.065 0.057 -0.138 0.177


# 6
39
Properties=species:S:1:pos:R:3:forces:R:3:nbo_charge:R:1 method="wB97M-V/def2-TZVPD" homo_lumo_gap_ev="6.82 / 6.74" relative_energy_kj_mol=128.82 total_charge=+1 energy_ev=-34443.2804 lumo_ev="-4.24 / -4.10" homo_ev="-11.1 / -10.8"
Ir -0.00995 -0.64601 0.25505 0.886 1.281 -0.044 0.999
C 1.99762 2.91694 -1.39624 -0.020 0.039 -0.022 -0.686
C 1.62670 1.60390 -0.79522 -0.063 0.119 0.108 0.307
N 0.41822 1.26989 -0.52746 -0.009 -0.484 -0.181 -0.255
N -0.63369 2.14724 -0.58597 0.104 0.117 -0.076 -0.431
C -1.43454 2.04003 0.48385 -0.429 0.115 -0.156 0.336
N -2.52167 2.79473 0.55158 0.125 0.091 0.192 -0.737
S -0.97973 0.98512 1.74856 0.461 -1.092 -0.326 0.098
C 2.60098 0.62577 -0.28383 0.232 -0.129 0.090 0.127
C 3.97334 0.79663 -0.39752 -0.091 0.027 -0.072 -0.193
C 4.82509 -0.08935 0.23785 0.089 -0.015 0.029 -0.145
C 4.28571 -1.12663 0.97627 0.011 -0.004 -0.045 -0.207
C 2.91071 -1.25479 1.04153 -0.017 -0.021 0.007 0.071
N 2.07949 -0.40623 0.43224 -0.256 0.011 0.214 -0.429
H 1.38579 3.13559 -2.27184 -0.011 -0.025 -0.001 0.241
H 3.03412 2.94338 -1.71305 0.006 0.021 0.014 0.250
H 1.83829 3.71314 -0.66435 0.020 -0.003 0.002 0.259
H -0.80574 2.73093 -1.39166 -0.026 -0.029 -0.010 0.419
H -2.73958 3.49465 -0.13858 0.004 0.025 0.019 0.415
H -3.10169 2.74107 1.37260 -0.065 -0.064 -0.045 0.436
H 4.38249 1.61719 -0.96668 -0.024 -0.003 -0.022 0.233
H 5.89569 0.03931 0.15918 0.002 -0.017 0.007 0.243
H 4.91030 -1.83857 1.49585 0.014 0.008 0.000 0.248
H 2.44582 -2.06213 1.58807 -0.022 0.027 0.028 0.236
C 0.06001 -2.68556 0.59374 -0.353 0.108 0.426 -0.981
H 0.13517 -2.91451 1.66091 0.048 -0.122 -0.040 0.226
H 0.97292 -3.06737 0.11680 0.039 0.101 -0.044 0.201
H -0.77429 -3.25480 0.18932 -0.030 0.020 0.054 0.212
C -3.97189 -1.16169 -1.22052 -0.010 -0.053 0.009 -0.613
C -2.79763 -1.62655 -0.37508 0.188 0.222 -0.254 0.093
C -3.17149 -1.73801 1.09043 -0.075 -0.089 0.014 -0.633
O -1.74290 -0.68903 -0.59866 -0.651 -0.135 0.064 -0.766
H -4.78960 -1.88228 -1.18329 0.002 -0.017 0.013 0.218
H -3.66666 -1.04340 -2.25998 -0.004 0.013 0.004 0.216
H -4.34641 -0.20404 -0.85150 0.022 0.018 -0.009 0.194
H -2.46321 -2.59815 -0.75176 -0.100 -0.106 0.069 0.161
H -3.56106 -0.78672 1.45841 0.013 0.016 -0.001 0.199
H -2.31775 -2.02636 1.70413 0.002 0.018 -0.028 0.215
H -3.94896 -2.49331 1.21681 -0.013 0.010 0.016 0.223